ORCA calculation (ωB97M-V/def2-TZVPD) on 23 unconnected molecules or ions with the total composition C34H59BCl44F5NO6PS.

Last column: Löwdin charge in e.
Positions of all 152 atoms, in Å:
C -2.935 -3.523 -0.735  -0.2956
P -2.629 -3.849 1.100  0.9459
O -3.638 -2.787 2.019  -0.3910
B -0.762 -3.429 1.589  -0.9138
C -0.430 -4.671 2.631  -0.1193
O 0.676 -4.400 3.551  -0.0912
C 0.273 -3.782 4.712  -0.2504
C -0.693 -4.374 5.647  -0.0161
C -1.138 -3.729 6.865  -0.0867
C -0.584 -2.407 7.169  -0.1116
C 0.401 -1.829 6.274  -0.0930
C 0.851 -2.482 5.052  -0.0085
O -0.655 -2.069 2.148  -0.0374
C 0.628 -1.582 1.814  -0.1407
C 0.774 -2.098 0.308  -0.5161
N 2.102 -2.471 -0.173  0.0999
S 0.195 -0.797 -0.923  0.8320
O 1.372 0.036 -1.250  -0.3366
O -0.189 -1.469 -2.181  -0.3234
C -1.272 0.213 -0.381  -0.3807
F -1.833 0.903 -1.447  0.0734
F -2.285 -0.588 0.087  0.1096
C -0.996 1.283 0.762  -0.4681
F -1.404 0.845 1.979  0.1651
F -1.813 2.376 0.490  0.0911
F 0.268 1.773 0.799  0.1259
O 0.107 -3.319 0.386  0.0155
H -3.051 -4.496 -1.276  0.0142
H -2.092 -2.931 -1.171  0.0004
H -3.868 -2.894 -0.815  0.0379
H -4.515 -3.216 1.948  -0.1084
H -1.407 -4.874 3.160  0.0733
H -0.234 -5.604 2.025  0.1179
H -1.105 -5.368 5.346  0.1089
H -1.893 -4.240 7.501  0.0900
H -0.947 -1.891 8.086  0.0827
H 0.835 -0.827 6.502  0.0920
H 1.592 -1.946 4.420  0.0809
H 1.517 -2.079 2.304  0.0831
H 0.803 -0.492 2.025  0.1302
H 2.795 -1.752 0.044  0.0456
H 1.999 -2.592 -1.189  0.0479
C 5.227 -3.197 1.691  -1.0491
Cl 4.270 -2.397 2.944  0.5395
Cl 5.513 -2.118 0.318  0.4947
H 6.182 -3.492 2.111  -0.0354
H 4.690 -4.072 1.345  -0.0532
C 3.763 -5.343 -2.402  -1.1120
Cl 4.030 -5.188 -0.661  0.5817
Cl 2.116 -4.862 -2.842  0.5734
H 4.471 -4.702 -2.924  -0.1431
H 3.915 -6.375 -2.688  -0.0349
C 6.162 -4.209 5.866  -1.0100
Cl 6.502 -4.884 4.267  0.5396
Cl 4.457 -3.793 6.054  0.5122
H 6.426 -4.950 6.616  0.0217
H 6.761 -3.314 6.005  0.0263
C -0.248 3.860 -2.108  -1.0052
Cl 0.027 5.299 -1.115  0.5359
Cl -0.672 4.293 -3.770  0.5388
H 0.659 3.262 -2.122  0.0332
H -1.062 3.286 -1.676  0.0020
C -3.035 6.750 -5.439  -1.0195
Cl -3.953 7.603 -4.192  0.5096
Cl -2.713 7.799 -6.825  0.4990
H -2.089 6.421 -5.017  -0.0214
H -3.609 5.890 -5.773  0.0329
C -6.360 -6.174 2.591  -1.0615
Cl -4.773 -6.880 2.907  0.4937
Cl -6.277 -4.407 2.550  0.5810
H -6.719 -6.533 1.630  -0.0351
H -7.044 -6.477 3.377  -0.0654
C 0.411 4.965 2.642  -1.0017
Cl -0.552 5.655 3.956  0.5489
Cl 2.036 4.538 3.194  0.5001
H -0.083 4.070 2.275  0.0079
H 0.492 5.697 1.843  -0.0193
C -4.400 -8.494 -0.910  -1.0196
Cl -5.864 -7.518 -1.120  0.4942
Cl -3.255 -7.709 0.176  0.4931
H -4.679 -9.458 -0.492  0.0227
H -3.930 -8.634 -1.879  0.0210
C 2.347 3.061 -5.996  -1.0185
Cl 4.093 2.871 -6.220  0.5239
Cl 1.497 3.040 -7.545  0.5059
H 1.980 2.244 -5.380  0.0293
H 2.157 4.010 -5.502  0.0148
C 1.684 8.296 3.441  -1.0538
Cl 1.970 9.731 4.435  0.5023
Cl 1.259 8.736 1.781  0.5030
H 2.588 7.693 3.425  0.0158
H 0.866 7.725 3.872  -0.0498
C 5.872 3.910 3.377  -1.0068
Cl 6.484 2.253 3.454  0.5134
Cl 4.668 4.209 4.636  0.4897
H 6.701 4.597 3.515  -0.0441
H 5.414 4.072 2.405  0.0303
C 3.316 -5.548 -6.163  -0.9948
Cl 4.217 -4.776 -7.475  0.5023
Cl 4.402 -6.355 -5.024  0.5765
H 2.749 -4.790 -5.629  0.0004
H 2.640 -6.286 -6.586  0.0308
C 5.309 6.259 -7.056  -1.0440
Cl 3.879 7.261 -7.335  0.4979
Cl 6.438 7.046 -5.944  0.4894
H 4.996 5.311 -6.628  -0.0508
H 5.811 6.089 -8.004  0.0293
C 6.279 3.073 8.111  -1.0397
Cl 6.891 1.415 8.187  0.4943
Cl 5.076 3.373 9.370  0.5003
H 7.110 3.760 8.246  0.0006
H 5.820 3.234 7.140  -0.0206
C 9.545 5.501 4.918  -1.0106
Cl 8.637 6.434 3.721  0.5280
Cl 8.938 5.788 6.553  0.5134
H 9.449 4.443 4.687  0.0265
H 10.590 5.795 4.874  0.0257
C -6.395 5.403 -2.116  -1.0195
Cl -5.929 3.715 -2.336  0.5154
Cl -8.151 5.605 -2.224  0.5349
H -6.062 5.737 -1.138  0.0313
H -5.925 6.003 -2.892  -0.0258
C -10.305 -6.487 2.019  -1.0231
Cl -9.415 -5.731 0.693  0.5217
Cl -9.213 -7.318 3.138  0.5736
H -10.847 -5.718 2.563  0.0326
H -11.007 -7.216 1.603  -0.1202
C -10.978 6.989 -4.013  -1.0320
Cl -11.896 7.845 -2.769  0.5023
Cl -10.640 8.036 -5.398  0.5092
H -10.036 6.654 -3.587  -0.0598
H -11.556 6.134 -4.352  0.0296
C -7.605 10.046 -6.940  -1.0368
Cl -6.035 9.319 -6.581  0.4895
Cl -7.497 11.810 -7.013  0.4969
H -7.954 9.675 -7.899  0.0260
H -8.307 9.769 -6.158  -0.0128
C 7.827 1.696 -5.456  -1.0411
Cl 9.391 0.956 -5.092  0.4981
Cl 7.948 3.458 -5.528  0.4909
H 7.478 1.328 -6.417  0.0244
H 7.119 1.424 -4.677  0.0261
C 7.843 -4.075 -2.753  -0.9743
Cl 8.103 -3.925 -1.013  0.5077
Cl 6.201 -3.593 -3.196  0.5908
H 8.549 -3.435 -3.273  0.0261
H 7.998 -5.110 -3.045  0.0309
C -11.247 -8.672 -1.222  -0.9741
Cl -12.199 -7.999 0.112  0.5822
Cl -9.606 -9.068 -0.705  0.5194
H -11.733 -9.576 -1.577  0.0259
H -11.198 -7.938 -2.022  0.0328

LUMO level = 1.41 eV
Calculated total energy = -635364.824 eV
Frontier orbital gap = 0.19084 Eh
E_HOMO = -3.78 eV
Strongest force on any atom = 5.4 eV/Å
Net charge = -1

ORCA calculation (ωB97M-V/def2-TZVPD) on a molecular structure, C34H59ClN2O2SiV.

Last column: Löwdin charge in e.
Positions of all 100 atoms, in Å:
O -3.443 1.762 -3.447  -0.1279
O -5.331 0.426 -3.168  -0.1430
C -3.419 3.185 -3.026  -0.1598
C -2.044 3.706 -2.690  -0.0636
H -4.081 3.218 -2.150  0.1184
H -3.883 3.758 -3.842  0.1249
H -1.483 3.036 -2.027  0.0894
H -2.153 4.661 -2.165  0.0979
H -1.454 3.918 -3.591  0.0853
C -2.309 1.225 -4.249  -0.1581
C -2.726 1.059 -5.685  -0.0451
H -2.049 0.277 -3.761  0.1150
H -1.478 1.927 -4.130  0.1011
H -3.553 0.347 -5.772  0.0814
H -1.877 0.679 -6.267  0.0934
H -3.030 2.019 -6.116  0.0876
C -5.281 -0.969 -2.747  -0.1773
C -6.470 1.198 -2.648  -0.1805
C -3.870 -1.464 -2.583  -0.0544
H -5.811 -1.531 -3.524  0.1336
H -5.844 -1.078 -1.811  0.1210
H -3.349 -1.524 -3.546  0.0806
H -3.913 -2.482 -2.172  0.0927
H -3.287 -0.852 -1.879  0.0805
C -6.972 2.107 -3.734  -0.0505
H -6.107 1.750 -1.765  0.1304
H -7.243 0.488 -2.323  0.1331
H -6.191 2.780 -4.101  0.0728
H -7.802 2.707 -3.355  0.0923
H -7.347 1.508 -4.567  0.0908
H -4.374 1.110 -3.362  0.0465
N 1.141 -0.423 0.081  -0.0562
C 2.228 -1.194 0.338  -0.3890
C 2.172 -2.232 1.267  -0.1040
C 1.024 -2.884 1.718  -0.3659
C 3.507 -0.892 -0.380  -0.0261
H 3.796 0.165 -0.293  0.0881
H 3.469 -1.157 -1.447  0.0810
H 4.308 -1.490 0.069  0.0781
C 1.088 -4.291 2.210  -0.0279
H 0.519 -4.978 1.565  0.0780
H 0.721 -4.382 3.242  0.0793
H 2.135 -4.619 2.196  0.0778
N -0.162 -2.243 1.761  -0.0446
C 1.142 0.405 -1.096  -0.1864
C 1.371 1.782 -0.956  -0.2194
C 1.481 2.442 0.384  -0.0462
C 1.580 2.538 -2.112  -0.0703
H 1.779 3.605 -2.001  0.1070
C 1.580 1.937 -3.367  -0.1100
H 1.783 2.535 -4.259  0.0960
C 1.346 0.566 -3.488  -0.0780
H 1.368 0.082 -4.467  0.1051
C 1.118 -0.219 -2.362  -0.2241
C 0.893 -1.693 -2.535  -0.0378
C -1.387 -2.969 1.987  -0.1929
C -2.003 -2.899 3.250  -0.2105
C -1.289 -2.289 4.417  -0.0413
C -3.303 -3.396 3.376  -0.0552
H -3.815 -3.317 4.340  0.1112
C -3.940 -3.979 2.281  -0.1072
H -4.965 -4.341 2.380  0.0973
C -3.295 -4.097 1.050  -0.0696
H -3.792 -4.564 0.198  0.1015
C -2.001 -3.606 0.888  -0.2245
C -1.313 -3.704 -0.441  -0.0432
V -0.206 -0.354 1.460  0.5352
H 0.506 2.642 0.853  0.0697
H 1.960 3.422 0.245  0.0781
H 2.104 1.886 1.098  0.0714
H -0.175 -1.955 -2.552  0.0651
H 1.381 -2.302 -1.765  0.0781
H 1.304 -2.016 -3.503  0.0814
H -1.963 -2.234 5.282  0.0806
H -0.923 -1.274 4.206  0.0377
H -0.419 -2.888 4.730  0.0857
H -0.389 -4.302 -0.401  0.0829
H -1.053 -2.716 -0.852  0.0483
H -1.975 -4.189 -1.171  0.0728
H 3.121 -2.722 1.486  0.0994
C -1.925 -0.102 0.841  -0.3924
Si -3.476 0.542 1.740  0.4411
H -2.152 -0.982 0.198  -0.0053
H -1.530 0.716 0.176  0.0062
C -3.861 2.277 1.138  -0.1880
C -3.464 0.601 3.606  -0.1778
C -4.870 -0.622 1.267  -0.1828
H -5.217 -1.169 2.152  0.0249
H -4.561 -1.359 0.520  0.0035
H -5.710 -0.047 0.856  0.0108
H -3.471 3.023 1.843  0.0279
H -4.956 2.376 1.106  0.0166
H -3.465 2.498 0.140  -0.0026
H -2.968 1.505 3.979  0.0303
H -3.000 -0.274 4.077  0.0113
H -4.517 0.633 3.930  0.0338
Cl 1.744 0.040 3.406  0.5159
C 0.117 0.766 3.088  -0.6898
H 0.239 1.832 2.860  -0.0216
H -0.529 0.626 3.963  -0.0275

LUMO level (alpha / beta) = -0.16 / -0.16 eV
Calculated total energy = -89373.689 eV
Frontier orbital gap (alpha / beta) = 0.11970 / 0.23673 Eh
E_HOMO (alpha / beta) = -3.42 / -6.61 eV
Strongest force on any atom = 5.3 eV/Å
<S²> = 3.781
2S+1 = 4